The following is a DFT calculation (the ωB97M-V functional and the def2-TZVPD basis) of C34H38Cl4Cu2N3O3 as an isolated structure.

Geometry as XYZ:
```
84
Properties=species:S:1:pos:R:3:forces:R:3
Cu -3.75562 -1.23666 1.29672 1.62 0.25 -1.12
Cu -2.88119 -3.68913 0.63807 1.51 1.05 -0.92
Cl -3.39988 2.27433 -2.43706 0.35 -0.83 0.25
Cl 1.92273 2.82398 -1.13798 0.82 0.20 0.00
Cl -2.81590 0.46109 -5.28452 -0.60 -0.31 0.19
Cl -0.00318 3.09174 1.40933 0.48 -0.10 0.69
O 0.38859 -4.23191 -7.22067 -0.36 0.69 0.48
O 0.69674 -0.52743 -3.24573 -0.18 0.64 0.44
O -1.72082 -1.67721 0.22175 -2.96 -1.02 1.39
N -1.58555 4.58291 7.83874 1.07 -2.60 -1.62
N 6.11122 0.43518 0.67475 -0.76 -1.22 -0.64
N 0.01999 -0.75265 3.61283 -0.83 1.39 2.00
C -1.23954 1.29860 3.82438 1.03 -2.27 0.33
C -2.64939 -0.15851 -3.60829 1.28 1.26 -0.74
C -0.29635 -3.14299 -2.67971 -0.01 2.20 1.02
C 0.24400 0.59270 5.59633 1.29 -2.89 -0.83
C 0.03663 -4.99600 -4.60878 -0.93 -1.50 1.26
C -0.82586 0.14900 3.10764 -1.76 2.24 1.07
C 2.59796 -0.80537 -0.45382 0.63 0.16 0.17
C -1.68425 5.70408 8.72624 0.30 0.57 0.77
C 0.57684 -0.56589 4.83021 -0.33 1.05 -0.05
C 0.90635 -0.98436 -5.58158 -0.74 0.28 0.09
C -1.31448 3.75736 5.61515 -0.30 0.90 -1.65
C 0.19631 -3.68612 -4.91664 0.24 0.80 -0.47
C -1.06884 2.51548 6.07227 -0.78 -1.07 0.60
C 0.94370 0.65732 -7.29355 0.20 2.53 0.55
C 0.78646 -1.94430 -6.60559 0.57 -0.81 -1.23
C -0.41389 -5.39905 -3.33134 -0.64 0.74 -1.06
C 0.56506 -1.29874 -4.16760 0.31 -0.97 -0.71
C 1.02556 -0.24786 -8.27545 0.80 -2.34 -1.08
C -0.44413 2.35938 -0.13154 -1.90 -0.70 -0.65
C 0.11560 -2.70315 -3.92290 -0.04 -0.91 -0.44
C 5.63423 -0.42867 0.06281 1.16 2.73 1.85
C 0.13916 -2.00232 2.93037 1.52 -0.49 -0.94
C 0.17332 3.10810 -1.28240 0.83 -0.55 0.83
C -0.59061 -4.42350 -2.33564 0.18 -1.72 -1.32
C -1.27418 3.34769 8.33075 -1.02 0.78 -0.54
C 0.39931 -3.37006 -6.36657 1.53 0.33 0.33
C 1.03381 0.34985 -5.95405 -0.63 -0.14 -0.05
C 1.05961 -1.60474 -7.93800 -1.65 1.03 0.14
C 5.06586 -1.43403 -0.75870 -1.12 -1.02 0.28
C -0.72416 1.42323 5.13946 -0.84 1.36 -1.05
C 3.65443 -1.89517 -0.22428 0.77 0.93 0.13
C -3.53177 0.47424 -2.54815 -0.28 -0.33 -1.05
C -1.17536 2.30221 7.44619 0.80 -0.78 -0.03
C -1.57755 4.74858 6.48860 -0.27 2.14 2.08
H -0.81827 -2.52324 2.93953 0.31 0.03 -0.31
H 0.94751 -2.58851 3.36746 -0.33 -0.13 0.24
H 5.78236 -2.25202 -0.68382 -0.14 -0.24 -0.69
H -0.83209 -1.40200 -0.07649 -0.55 -0.36 0.28
H -1.10733 1.27917 7.78554 0.19 0.10 0.49
H 5.00501 -0.95814 -1.73743 -0.02 -0.67 -0.37
H -1.15945 3.26731 9.40162 -0.25 -0.17 0.05
H -4.59357 0.31743 -2.73815 0.12 -0.25 0.13
H 0.99746 1.18374 -5.26870 0.12 -0.30 0.41
H 0.90644 -2.25908 -8.78344 0.42 -0.73 0.41
H -0.92336 -6.35123 -3.31733 0.66 -0.50 0.65
H 3.74603 -2.01022 0.85575 0.18 -0.38 0.09
H -1.62153 0.16073 -3.43597 -0.01 -0.22 0.58
H -2.01642 1.89122 3.36432 0.16 0.32 0.26
H -0.00151 4.16462 -1.07914 -0.12 -0.01 -0.94
H -0.00515 2.65557 -2.25783 -0.92 0.59 0.14
H -0.93362 -4.70918 -1.35221 -0.18 0.07 0.24
H 0.54329 -1.68545 1.96893 -0.58 -0.79 -0.50
H 2.68881 0.03729 0.23158 0.38 -0.09 0.40
H 3.40608 -2.86946 -0.64522 -0.13 0.20 -0.21
H 0.14004 -5.70722 -5.41493 -0.14 -0.16 0.01
H -0.48843 -2.36145 -1.95951 0.29 0.18 0.27
H -1.97723 5.31299 9.70057 -0.09 0.39 -0.05
H -2.39636 6.43632 8.34568 0.13 -0.07 0.14
H 1.08213 -0.00797 -9.32694 -0.19 0.36 0.02
H 1.21142 -1.40881 5.06085 0.33 0.41 0.78
H -0.66697 6.09267 8.77338 -0.19 0.52 0.29
H -1.34003 3.95804 4.55427 0.22 0.27 -0.06
H -1.40869 -0.06642 2.22429 0.78 -0.39 -0.55
H -2.62879 -1.24830 -3.60162 -0.54 0.04 0.00
H -1.68247 5.79676 6.25046 -0.32 -0.06 -0.62
H 2.77043 -0.31438 -1.41158 -0.80 -0.40 -0.33
H -3.16938 -0.07679 -1.68031 -0.28 0.57 0.73
H 0.78248 1.68491 -7.58418 0.27 0.27 0.14
H -0.30845 1.28008 -0.20088 0.94 0.00 0.37
H 1.59773 -1.19882 -0.27260 -0.28 -0.05 -0.65
H -1.53271 2.40773 -0.10431 -0.13 0.53 -0.54
H 0.68352 0.82123 6.55601 0.32 -0.54 -0.06
```
Positions in Å, forces in eV/Å.

The total energy is -185824.8597 eV. As for the net charge: +3. For the HOMO-LUMO gap, the calculation gives 0.1022 Eh.

The following is a DFT calculation (the ωB97M-V functional and the def2-TZVPD basis) of an isolated molecule of C5H11NO.

Geometry as XYZ:
```
18
Properties=species:S:1:pos:R:3:forces:R:3
O 1.17383 -0.46871 -1.37905 0.25 0.15 -0.04
N 0.72852 0.22842 0.73452 -0.25 0.18 -0.48
C 2.12733 0.41765 1.02411 0.34 -0.08 0.80
C -0.20009 0.35700 1.83174 -0.10 0.62 0.39
C 0.36470 -0.19778 -0.51142 -0.36 -0.10 -0.03
C -1.43864 -0.41741 -2.24816 -1.08 -0.44 -0.50
C -1.12962 -0.37251 -0.77455 0.51 0.20 0.37
H 2.44207 -0.23063 1.85000 -0.03 -0.11 -0.12
H -0.80706 -1.09881 -2.80480 0.34 0.04 0.07
H -1.44148 0.55396 -2.74020 0.37 0.11 0.17
H -0.54302 -0.60522 2.21358 0.14 -0.06 0.18
H 2.36144 1.43561 1.35267 -0.24 0.07 -0.19
H -1.69948 0.41837 -0.28930 -0.02 0.03 0.01
H 0.30690 0.93634 2.60753 0.00 -0.41 0.15
H -1.09030 0.95790 1.62928 0.09 -0.12 -0.43
H -2.45971 -0.79238 -2.38695 0.03 0.03 0.09
H 2.71287 0.17839 0.15583 0.13 -0.07 -0.34
H -1.40826 -1.30021 -0.26483 -0.13 -0.05 -0.12
```
Positions in Å, forces in eV/Å.

The relative energy (zero: lowest compared OMol25 entry of this formula, charge and spin) comes out at 12.62 kcal per mole. Its SMILES is CCC(=O)N(C)C. The total energy is -8901.1503 eV. For the HOMO-LUMO gap, the calculation gives 0.3679 Eh.

The following is a DFT calculation (the ωB97M-V functional and the def2-TZVPD basis) of a 3-piece molecular cluster, C2H10NO3 overall.

Geometry as XYZ:
```
16
Properties=species:S:1:pos:R:3:forces:R:3
O 3.45687 0.01721 1.76786 -0.52 -0.04 0.25
O 0.17987 -0.08503 0.24802 0.22 -0.27 0.27
O -0.57652 -2.55112 -0.02752 0.13 -0.03 -0.04
N -0.84076 1.19588 -1.92175 -0.28 -0.21 0.08
C -0.94551 0.65574 0.47951 0.51 -0.23 -0.46
C -1.75475 0.90859 -0.80825 -0.27 0.26 -0.07
H 2.52559 -0.22259 1.59624 0.18 0.04 -0.40
H -0.23559 -1.60080 0.15288 -0.08 0.15 -0.02
H 3.36109 0.68915 2.45008 0.12 0.02 -0.05
H -0.65981 1.66728 0.83527 -0.17 0.16 0.25
H -2.41988 1.75382 -0.58410 -0.03 0.16 -0.19
H -1.04046 2.08776 -2.34358 0.34 0.19 0.11
H -1.62121 0.20381 1.22668 -0.18 0.06 0.15
H -0.43331 -2.61538 -0.97643 -0.07 -0.05 0.03
H -2.42405 0.09084 -1.09623 0.22 -0.32 0.25
H 0.10568 1.10224 -1.55082 -0.12 0.10 -0.16
```
Positions in Å, forces in eV/Å.

The relative energy (zero: lowest compared OMol25 entry of this formula, charge and spin) comes out at 13.01 kcal per mole. The total energy is -9869.2064 eV. As for the net charge: -1. For the HOMO-LUMO gap, the calculation gives 0.2745 Eh.

The following is a DFT calculation (the ωB97M-V functional and the def2-TZVPD basis) of a 2-piece molecular cluster, C10H25NSi overall.

Geometry as XYZ:
```
37
Properties=species:S:1:pos:R:3:forces:R:3
Si -0.84310 -0.17306 -0.15901 -1.09 -0.08 -0.38
N -0.36617 0.95803 1.02629 -1.06 -3.48 0.82
C 5.27922 -0.31192 0.04908 -0.86 -2.93 1.15
C 2.76129 -0.28797 -0.03886 2.54 -0.59 0.75
C -3.20263 -1.41322 -1.23054 -0.16 1.60 1.35
C -0.76198 0.78986 2.39517 -0.29 0.74 0.60
C 4.16311 0.29248 -0.26961 -2.42 0.72 -0.57
C -2.73389 -0.48531 -0.03584 -1.34 -0.69 -1.42
C -3.54351 0.84642 -0.13423 2.73 0.48 0.81
C 4.05774 1.65681 -0.96986 0.46 0.36 0.77
C -0.66006 0.78442 -1.75248 0.03 0.29 -0.29
C -3.13465 -1.12656 1.26278 -2.17 -0.48 -0.41
H -2.68474 -1.02183 -2.08584 0.80 -1.09 -0.83
H 2.78018 -0.99947 0.80856 -0.47 0.48 -0.46
H 0.00968 1.26733 3.04206 -0.50 -0.99 0.06
H -0.07831 -1.47641 0.00151 -0.36 0.46 -0.18
H -0.01162 0.23688 -2.47079 0.26 1.04 0.48
H 3.18859 2.23044 -0.46356 1.18 -0.83 -1.50
H -4.21730 -1.18037 -1.52106 -0.71 0.04 0.40
H -0.37116 1.83664 -1.37372 -0.04 -1.59 -1.37
H -1.72176 1.29555 2.63482 0.32 0.07 -0.11
H 4.96004 2.21896 -0.68649 -0.15 0.05 -0.34
H -2.85589 -0.40391 1.96819 0.69 0.06 1.87
H 2.50711 -0.77073 -0.93415 -0.45 -1.25 -1.30
H 6.18209 0.13198 -0.15581 2.13 0.93 -0.42
H -0.09342 1.82296 0.78638 1.08 3.54 -0.95
H 5.32731 -1.37804 0.49287 -0.29 1.96 -0.63
H -2.87058 -2.18540 1.38495 0.63 0.52 0.34
H 4.06932 1.57874 -2.11066 -0.61 0.18 1.62
H -4.24981 -1.11322 1.39124 0.56 -0.18 -0.47
H -1.01954 -0.27070 2.55141 0.93 0.38 0.56
H -4.51446 0.79791 0.22533 -2.01 -0.85 1.00
H -3.69894 1.22702 -1.11678 0.58 0.39 -0.99
H -3.06638 1.61211 0.52516 -0.17 -0.19 -0.71
H 2.06320 0.49554 0.00179 -0.96 0.90 0.90
H -3.20529 -2.44736 -0.89533 0.70 -0.21 -0.80
H -1.62487 0.83140 -2.30604 0.49 0.25 0.64
```
Positions in Å, forces in eV/Å.

The relative energy (zero: lowest compared OMol25 entry of this formula, charge and spin) comes out at 20.66 kcal per mole. Its SMILES is CN[Si@H](C)C(C)(C)C.C=C(C)C. The total energy is -20141.5311 eV. For the HOMO-LUMO gap, the calculation gives 0.3488 Eh.

The following is a DFT calculation (the ωB97M-V functional and the def2-TZVPD basis) of an isolated molecule of C3H6O2S.

Geometry as XYZ:
```
12
Properties=species:S:1:pos:R:3:forces:R:3
S 0.10426 1.48396 -0.01470 -0.03 -0.36 0.00
O -1.07940 -0.86807 -0.09014 -2.28 -1.49 0.42
O 0.97720 -1.00429 -0.07897 2.90 -0.70 -0.17
C -2.44402 -0.40742 0.07788 -1.14 1.51 0.71
C 2.35342 -0.49562 0.09650 -0.61 -2.45 0.44
C 0.01063 -0.17723 -0.06899 -1.16 2.89 0.36
H -3.08906 -1.32716 -0.29007 1.30 2.36 0.40
H 2.42108 -0.03504 1.06920 0.01 0.51 0.02
H 2.89021 -1.46302 0.13649 0.00 0.67 -0.06
H 2.71785 0.08422 -0.72521 -0.22 0.55 -0.35
H -2.52413 0.67150 -0.48693 -0.21 -2.95 1.21
H -2.78671 -0.21340 1.25232 1.43 -0.53 -2.98
```
Positions in Å, forces in eV/Å.

The relative energy (zero: lowest compared OMol25 entry of this formula, charge and spin) comes out at 48.88 kcal per mole. Its SMILES is COC(=S)OC. The total energy is -18136.8279 eV. For the HOMO-LUMO gap, the calculation gives 0.3503 Eh.